one.
{
  "formula": "C50H37N9SSeSnTe",
  "method": "wB97M-V/def2-TZVPD",
  "multiplicity": 1,
  "gap_ev": 5.993,
  "e_lumo_ha": -0.026,
  "charge": 0,
  "elements": ["Sn", "N", "C", "S", "N", "N", "C", "C", "C", "C", "C", "C", "C", "C", "C", "C", "C", "C", "N", "H", "H", "H", "H", "H", "H", "H", "H", "H", "H", "H", "Se", "N", "C", "C", "C", "C", "C", "N", "C", "C", "N", "C", "C", "C", "C", "C", "N", "H", "H", "H", "H", "H", "H", "N", "C", "C", "C", "C", "C", "C", "C", "C", "C", "C", "C", "C", "C", "H", "H", "H", "H", "H", "H", "H", "H", "H", "H", "Te", "C", "C", "C", "C", "C", "C", "C", "C", "C", "C", "C", "C", "H", "H", "H", "H", "H", "H", "H", "H", "H", "H"],
  "coordinates": [[0.25, -0.30, -0.77], [1.89, -4.25, -2.72], [1.64, -3.19, -1.92], [1.50, -1.66, -2.73], [1.57, -3.48, -0.64], [1.32, -2.43, 0.19], [1.35, -2.71, 1.44], [1.74, -4.04, 1.99], [0.82, -4.77, 2.73], [1.17, -6.00, 3.28], [2.45, -6.50, 3.09], [3.38, -5.77, 2.36], [3.02, -4.55, 1.81], [0.97, -1.64, 2.40], [1.43, -1.67, 3.72], [1.06, -0.65, 4.58], [0.25, 0.37, 4.11], [-0.17, 0.31, 2.79], [0.17, -0.67, 1.96], [1.80, -4.15, -3.71], [1.88, -5.17, -2.30], [-0.18, -4.37, 2.88], [0.44, -6.56, 3.84], [2.72, -7.45, 3.52], [4.38, -6.15, 2.22], [3.74, -3.98, 1.22], [2.07, -2.47, 4.06], [1.42, -0.64, 5.60], [-0.05, 1.20, 4.74], [-0.81, 1.08, 2.36], [-5.98, 5.74, -0.19], [-4.39, 5.73, -1.00], [-3.80, 4.61, -0.66], [-2.48, 4.21, -1.16], [-1.76, 5.01, -2.04], [-0.55, 4.55, -2.51], [-0.12, 3.28, -2.10], [-0.80, 2.52, -1.26], [-1.96, 2.98, -0.77], [-2.68, 2.11, 0.19], [-2.10, 0.97, 0.57], [-2.77, 0.14, 1.36], [-4.05, 0.41, 1.84], [-4.64, 1.60, 1.49], [-3.95, 2.47, 0.65], [-4.54, 3.74, 0.22], [-5.72, 4.15, 0.58], [-2.16, 5.97, -2.34], [0.06, 5.13, -3.19], [0.81, 2.87, -2.47], [-2.26, -0.78, 1.62], [-4.55, -0.31, 2.48], [-5.63, 1.88, 1.84], [-1.43, -1.47, -1.11], [-2.60, -1.39, -1.55], [-3.07, -0.21, -2.36], [-2.24, 0.33, -3.33], [-2.60, 1.49, -4.01], [-3.79, 2.13, -3.70], [-4.63, 1.60, -2.73], [-4.28, 0.42, -2.08], [-3.61, -2.46, -1.24], [-4.70, -2.71, -2.06], [-5.60, -3.74, -1.76], [-5.41, -4.51, -0.62], [-4.32, -4.26, 0.21], [-3.43, -3.25, -0.10], [-1.30, -0.17, -3.55], [-1.94, 1.89, -4.77], [-4.06, 3.04, -4.22], [-5.56, 2.09, -2.49], [-4.94, 0.01, -1.32], [-4.85, -2.11, -2.95], [-6.43, -3.93, -2.42], [-6.11, -5.30, -0.38], [-4.17, -4.87, 1.09], [-2.55, -3.07, 0.51], [2.82, 1.80, 0.91], [4.06, 3.23, -0.03], [5.29, 2.85, -0.56], [6.10, 3.78, -1.19], [5.68, 5.10, -1.31], [4.45, 5.48, -0.79], [3.64, 4.55, -0.16], [3.52, 2.18, 2.87], [4.41, 1.30, 3.48], [4.81, 1.50, 4.79], [4.33, 2.59, 5.51], [3.45, 3.48, 4.91], [3.04, 3.27, 3.60], [5.62, 1.82, -0.47], [7.06, 3.48, -1.60], [6.32, 5.83, -1.80], [4.12, 6.51, -0.88], [2.68, 4.85, 0.23], [4.78, 0.45, 2.93], [5.50, 0.81, 5.26], [4.64, 2.75, 6.53], [3.07, 4.33, 5.46], [2.34, 3.95, 3.13]]
}


two.
{
  "formula": "C50H37N9SSeSnTe",
  "method": "wB97M-V/def2-TZVPD",
  "multiplicity": 1,
  "gap_ev": 6.069,
  "e_lumo_ha": -0.030,
  "charge": 0,
  "elements": ["Sn", "N", "C", "S", "N", "N", "C", "C", "C", "C", "C", "C", "C", "C", "C", "C", "C", "C", "N", "H", "H", "H", "H", "H", "H", "H", "H", "H", "H", "H", "Se", "N", "C", "C", "C", "C", "C", "N", "C", "C", "N", "C", "C", "C", "C", "C", "N", "H", "H", "H", "H", "H", "H", "N", "C", "C", "C", "C", "C", "C", "C", "C", "C", "C", "C", "C", "C", "H", "H", "H", "H", "H", "H", "H", "H", "H", "H", "Te", "C", "C", "C", "C", "C", "C", "C", "C", "C", "C", "C", "C", "H", "H", "H", "H", "H", "H", "H", "H", "H", "H"],
  "coordinates": [[-0.21, 1.17, 0.76], [1.06, 3.20, -3.08], [0.16, 2.78, -2.14], [0.42, 3.40, -0.54], [-0.77, 1.98, -2.55], [-1.61, 1.59, -1.53], [-2.80, 1.25, -1.87], [-3.29, 1.20, -3.28], [-2.68, 0.36, -4.21], [-3.17, 0.29, -5.51], [-4.25, 1.08, -5.89], [-4.85, 1.92, -4.97], [-4.37, 1.98, -3.67], [-3.77, 0.92, -0.78], [-4.95, 0.23, -1.07], [-5.84, -0.04, -0.04], [-5.51, 0.35, 1.25], [-4.30, 1.01, 1.44], [-3.46, 1.30, 0.46], [1.65, 3.98, -2.86], [0.80, 3.05, -4.04], [-1.82, -0.23, -3.92], [-2.69, -0.36, -6.23], [-4.62, 1.03, -6.91], [-5.69, 2.54, -5.26], [-4.85, 2.63, -2.94], [-5.17, -0.09, -2.08], [-6.76, -0.57, -0.24], [-6.17, 0.16, 2.08], [-4.00, 1.32, 2.43], [3.45, 1.83, 8.42], [2.65, 3.00, 7.33], [2.36, 2.36, 6.24], [1.70, 2.99, 5.09], [1.36, 4.34, 5.08], [0.76, 4.87, 3.96], [0.54, 4.03, 2.87], [0.86, 2.75, 2.87], [1.43, 2.22, 3.96], [1.78, 0.78, 3.92], [1.46, 0.11, 2.81], [1.82, -1.16, 2.71], [2.49, -1.85, 3.72], [2.80, -1.17, 4.88], [2.44, 0.18, 4.99], [2.73, 0.97, 6.18], [3.33, 0.49, 7.24], [1.57, 4.95, 5.95], [0.48, 5.91, 3.90], [0.08, 4.41, 1.96], [1.56, -1.65, 1.78], [2.76, -2.88, 3.58], [3.32, -1.65, 5.70], [1.29, 0.10, -0.34], [2.46, 0.32, -0.76], [3.16, -0.72, -1.61], [4.53, -0.94, -1.52], [5.14, -1.94, -2.26], [4.39, -2.71, -3.13], [3.02, -2.49, -3.25], [2.41, -1.50, -2.49], [3.28, 1.56, -0.52], [3.45, 2.06, 0.77], [4.12, 3.25, 0.98], [4.65, 3.96, -0.09], [4.51, 3.45, -1.38], [3.85, 2.25, -1.59], [5.13, -0.33, -0.85], [6.21, -2.11, -2.16], [4.87, -3.49, -3.72], [2.44, -3.08, -3.94], [1.35, -1.31, -2.57], [3.02, 1.51, 1.59], [4.24, 3.64, 1.99], [5.17, 4.89, 0.07], [4.92, 3.99, -2.22], [3.73, 1.85, -2.59], [-1.11, -1.63, -1.03], [-0.07, -3.23, -0.15], [0.76, -4.04, -0.91], [1.47, -5.08, -0.32], [1.34, -5.32, 1.04], [0.51, -4.52, 1.81], [-0.18, -3.47, 1.22], [-2.98, -2.62, -1.03], [-3.61, -2.95, -2.23], [-4.86, -3.56, -2.23], [-5.47, -3.89, -1.03], [-4.84, -3.58, 0.17], [-3.61, -2.94, 0.17], [0.86, -3.86, -1.98], [2.11, -5.70, -0.93], [1.89, -6.14, 1.50], [0.41, -4.70, 2.87], [-0.81, -2.83, 1.83], [-3.13, -2.71, -3.18], [-5.34, -3.80, -3.17], [-6.44, -4.38, -1.02], [-5.32, -3.83, 1.11], [-3.15, -2.67, 1.11]]
}


Most stable: two


one.
{
  "formula": "C37H35As2BrCl2CsN3O5",
  "method": "wB97M-V/def2-TZVPD",
  "multiplicity": 1,
  "gap_ev": 6.010,
  "e_lumo_ha": 0.137,
  "charge": -2,
  "elements": ["Cs", "N", "C", "C", "O", "N", "C", "C", "O", "O", "H", "H", "H", "H", "H", "H", "Cl", "C", "Cl", "H", "H", "C", "C", "As", "C", "C", "C", "C", "C", "C", "C", "C", "C", "C", "C", "C", "As", "C", "C", "C", "C", "C", "C", "C", "C", "C", "C", "C", "C", "H", "H", "H", "H", "H", "H", "H", "H", "H", "H", "H", "H", "H", "H", "H", "H", "H", "H", "H", "H", "H", "H", "H", "H", "Br", "C", "C", "N", "C", "C", "C", "C", "O", "O", "H", "H", "H"],
  "coordinates": [[-0.01, -0.29, 1.16], [2.37, 3.00, 1.05], [2.88, 2.23, -0.11], [2.60, 0.72, -0.05], [2.45, 0.20, 1.11], [2.57, 0.16, -1.22], [2.32, -1.27, -1.24], [0.83, -1.67, -1.20], [0.57, -2.89, -1.21], [-0.05, -0.75, -1.11], [2.63, 2.47, 1.87], [1.35, 2.94, 1.06], [3.96, 2.38, -0.15], [2.45, 2.63, -1.03], [2.78, -1.79, -0.39], [2.73, -1.69, -2.16], [-3.18, 1.26, 0.80], [-3.04, 0.01, 2.07], [-2.99, -1.60, 1.34], [-3.90, 0.08, 2.72], [-2.10, 0.18, 2.60], [-1.40, -1.49, -3.60], [-0.86, -0.23, -4.30], [0.24, 1.11, -3.26], [0.24, 2.30, -4.89], [0.95, 1.82, -6.00], [0.96, 2.50, -7.21], [0.29, 3.71, -7.33], [-0.36, 4.24, -6.22], [-0.38, 3.54, -5.01], [-1.18, 2.14, -2.38], [-0.77, 2.96, -1.33], [-1.63, 3.88, -0.75], [-2.93, 3.99, -1.22], [-3.36, 3.17, -2.26], [-2.49, 2.26, -2.84], [-2.70, -1.08, -2.17], [-3.26, -2.93, -1.75], [-4.61, -3.21, -1.50], [-5.04, -4.50, -1.24], [-4.11, -5.55, -1.21], [-2.77, -5.27, -1.40], [-2.34, -3.97, -1.67], [-4.26, -0.82, -3.41], [-4.54, -1.64, -4.51], [-5.62, -1.39, -5.35], [-6.47, -0.31, -5.09], [-6.23, 0.49, -3.98], [-5.14, 0.23, -3.16], [-0.60, -2.06, -3.14], [-1.87, -2.13, -4.34], [-1.68, 0.31, -4.78], [-0.18, -0.53, -5.10], [1.49, 0.88, -5.92], [1.49, 2.09, -8.06], [0.27, 4.24, -8.28], [-0.87, 5.19, -6.30], [-0.89, 3.97, -4.17], [0.26, 2.88, -0.98], [-1.28, 4.51, 0.06], [-3.61, 4.71, -0.77], [-4.38, 3.26, -2.63], [-2.84, 1.67, -3.67], [-5.34, -2.40, -1.52], [-6.09, -4.70, -1.07], [-4.45, -6.56, -1.01], [-2.04, -6.07, -1.33], [-1.28, -3.75, -1.77], [-3.91, -2.50, -4.71], [-5.81, -2.03, -6.20], [-7.31, -0.11, -5.74], [-6.90, 1.32, -3.76], [-4.96, 0.86, -2.29], [5.22, -0.03, 5.07], [3.40, -0.35, 5.48], [3.07, -0.81, 6.75], [1.82, -1.06, 7.12], [0.86, -0.84, 6.21], [1.09, -0.36, 4.93], [2.41, -0.12, 4.55], [-0.03, -0.20, 3.93], [-0.57, -1.27, 3.56], [-0.32, 0.95, 3.53], [3.85, -1.00, 7.48], [-0.16, -1.04, 6.53], [2.63, 0.22, 3.53]]
}


two.
{
  "formula": "C37H35As2BrCl2CsN3O5",
  "method": "wB97M-V/def2-TZVPD",
  "multiplicity": 1,
  "gap_ev": 5.644,
  "e_lumo_ha": 0.135,
  "charge": -2,
  "elements": ["Cs", "N", "C", "C", "O", "N", "C", "C", "O", "O", "H", "H", "H", "H", "H", "H", "Cl", "C", "Cl", "H", "H", "C", "C", "As", "C", "C", "C", "C", "C", "C", "C", "C", "C", "C", "C", "C", "As", "C", "C", "C", "C", "C", "C", "C", "C", "C", "C", "C", "C", "H", "H", "H", "H", "H", "H", "H", "H", "H", "H", "H", "H", "H", "H", "H", "H", "H", "H", "H", "H", "H", "H", "H", "H", "Br", "C", "C", "N", "C", "C", "C", "C", "O", "O", "H", "H", "H"],
  "coordinates": [[-0.29, 0.91, 0.43], [-2.78, -2.51, -1.19], [-3.28, -1.63, -2.26], [-2.92, -0.16, -1.98], [-2.80, 0.16, -0.74], [-2.81, 0.58, -3.04], [-2.62, 2.00, -2.80], [-1.33, 2.46, -2.08], [-1.42, 3.47, -1.35], [-0.26, 1.81, -2.29], [-3.50, -3.17, -0.91], [-2.63, -1.88, -0.40], [-4.37, -1.66, -2.34], [-2.87, -1.90, -3.23], [-3.44, 2.42, -2.20], [-2.63, 2.51, -3.77], [-1.15, -1.92, 2.91], [0.50, -1.58, 3.49], [1.35, -3.06, 3.95], [0.43, -0.93, 4.35], [1.05, -1.09, 2.69], [2.81, -1.49, -1.70], [2.06, -0.40, -2.46], [0.19, -0.86, -2.94], [0.07, 0.06, -4.67], [0.78, 1.21, -4.95], [0.65, 1.84, -6.19], [-0.20, 1.31, -7.15], [-0.93, 0.17, -6.87], [-0.79, -0.45, -5.63], [0.60, -2.61, -3.80], [-0.24, -3.68, -3.50], [-0.08, -4.91, -4.12], [0.94, -5.09, -5.05], [1.80, -4.04, -5.35], [1.62, -2.81, -4.73], [1.85, -2.18, -0.10], [1.35, -3.97, -0.70], [2.21, -4.81, -1.40], [1.81, -6.09, -1.77], [0.54, -6.53, -1.44], [-0.33, -5.70, -0.75], [0.08, -4.43, -0.38], [3.44, -2.66, 0.96], [3.83, -3.96, 1.25], [4.93, -4.20, 2.07], [5.65, -3.15, 2.61], [5.25, -1.84, 2.33], [4.16, -1.60, 1.52], [3.76, -1.11, -1.33], [3.02, -2.33, -2.36], [2.62, -0.12, -3.35], [1.98, 0.51, -1.85], [1.40, 1.67, -4.19], [1.21, 2.75, -6.39], [-0.31, 1.81, -8.11], [-1.62, -0.24, -7.60], [-1.38, -1.34, -5.41], [-1.02, -3.54, -2.75], [-0.74, -5.73, -3.88], [1.07, -6.05, -5.53], [2.60, -4.18, -6.07], [2.27, -1.98, -4.99], [3.20, -4.47, -1.66], [2.48, -6.72, -2.34], [0.22, -7.52, -1.74], [-1.33, -6.04, -0.51], [-0.61, -3.77, 0.14], [3.28, -4.80, 0.85], [5.22, -5.23, 2.29], [6.50, -3.34, 3.25], [5.79, -1.01, 2.77], [3.83, -0.58, 1.36], [5.36, 6.04, 1.45], [4.06, 5.12, 2.49], [3.56, 5.72, 3.63], [2.66, 5.14, 4.41], [2.22, 3.93, 4.04], [2.67, 3.25, 2.92], [3.62, 3.86, 2.11], [2.14, 1.85, 2.57], [2.74, 1.27, 1.64], [1.17, 1.45, 3.24], [3.91, 6.71, 3.92], [1.47, 3.46, 4.67], [3.98, 3.34, 1.24]]
}


Most stable: two


one.
{
  "formula": "C20H20I2N4O5W",
  "method": "wB97M-V/def2-TZVPD",
  "multiplicity": 1,
  "gap_ev": 6.831,
  "e_lumo_ha": -0.290,
  "charge": 2,
  "elements": ["W", "O", "C", "C", "C", "C", "C", "C", "C", "N", "C", "C", "N", "C", "C", "C", "C", "C", "C", "C", "O", "H", "H", "H", "H", "H", "H", "H", "H", "H", "H", "H", "H", "H", "H", "N", "C", "C", "O", "N", "C", "C", "O", "O", "H", "H", "H", "H", "H", "H", "I", "I"],
  "coordinates": [[-0.08, -0.39, -0.18], [1.75, -0.04, -0.62], [2.53, -0.95, -1.27], [3.83, -1.16, -0.82], [4.62, -2.10, -1.46], [4.14, -2.81, -2.57], [2.88, -2.56, -3.05], [2.04, -1.65, -2.39], [0.82, -1.20, -2.99], [-0.09, -0.54, -2.36], [-0.96, 0.37, -3.12], [-0.63, 1.72, -2.50], [-0.92, 1.50, -1.07], [-1.84, 2.26, -0.55], [-2.59, 1.99, 0.64], [-3.47, 2.95, 1.16], [-4.36, 2.59, 2.15], [-4.40, 1.27, 2.61], [-3.55, 0.31, 2.10], [-2.64, 0.68, 1.13], [-1.81, -0.22, 0.58], [4.20, -0.60, 0.02], [5.62, -2.28, -1.10], [4.78, -3.53, -3.06], [2.51, -3.07, -3.93], [0.71, -1.32, -4.06], [-2.01, 0.12, -2.97], [-0.72, 0.33, -4.18], [-1.24, 2.52, -2.91], [0.42, 1.95, -2.64], [-2.13, 3.14, -1.11], [-3.46, 3.96, 0.77], [-5.04, 3.33, 2.56], [-5.12, 1.00, 3.37], [-3.59, -0.72, 2.44], [0.52, 1.22, 1.22], [1.52, 0.79, 2.22], [1.26, -0.66, 2.54], [1.66, -1.22, 3.52], [0.57, -1.30, 1.51], [0.41, -2.73, 1.69], [-0.04, -3.29, 0.37], [-0.21, -4.39, 0.02], [-0.25, -2.21, -0.53], [0.91, 1.98, 0.66], [-0.29, 1.63, 1.70], [1.47, 1.40, 3.12], [2.52, 0.88, 1.79], [-0.33, -2.97, 2.46], [1.34, -3.21, 1.99], [-1.08, 2.65, 4.33], [-0.20, 4.58, 2.72]]
}


two.
{
  "formula": "C20H20I2N4O5W",
  "method": "wB97M-V/def2-TZVPD",
  "multiplicity": 1,
  "gap_ev": 6.217,
  "e_lumo_ha": -0.300,
  "charge": 2,
  "elements": ["W", "O", "C", "C", "C", "C", "C", "C", "C", "N", "C", "C", "N", "C", "C", "C", "C", "C", "C", "C", "O", "H", "H", "H", "H", "H", "H", "H", "H", "H", "H", "H", "H", "H", "H", "N", "C", "C", "O", "N", "C", "C", "O", "O", "H", "H", "H", "H", "H", "H", "I", "I"],
  "coordinates": [[-0.40, 0.18, 0.27], [-1.83, -0.17, -0.99], [-2.92, 0.59, -1.21], [-4.15, -0.02, -1.41], [-5.26, 0.78, -1.59], [-5.17, 2.18, -1.62], [-3.95, 2.78, -1.48], [-2.80, 2.00, -1.24], [-1.50, 2.57, -1.30], [-0.41, 1.96, -0.92], [0.87, 2.45, -1.47], [1.56, 1.17, -1.92], [1.55, 0.34, -0.69], [2.71, 0.01, -0.20], [2.96, -0.42, 1.13], [4.24, -0.88, 1.51], [4.51, -1.11, 2.84], [3.54, -0.84, 3.81], [2.29, -0.36, 3.47], [2.00, -0.17, 2.13], [0.79, 0.28, 1.75], [-4.22, -1.10, -1.40], [-6.23, 0.31, -1.72], [-6.06, 2.77, -1.78], [-3.85, 3.86, -1.53], [-1.40, 3.55, -1.77], [1.46, 2.95, -0.70], [0.70, 3.13, -2.30], [2.57, 1.34, -2.27], [0.98, 0.68, -2.71], [3.58, 0.15, -0.84], [4.99, -1.05, 0.75], [5.48, -1.48, 3.13], [3.78, -1.00, 4.85], [1.55, -0.13, 4.22], [0.02, -1.86, -0.49], [-1.12, -2.79, -0.29], [-1.93, -2.31, 0.89], [-2.92, -2.87, 1.27], [-1.35, -1.19, 1.47], [-2.02, -0.64, 2.63], [-2.44, 0.77, 2.28], [-3.30, 1.44, 2.70], [-1.58, 1.25, 1.26], [0.26, -1.83, -1.48], [0.84, -2.22, 0.01], [-0.76, -3.80, -0.09], [-1.74, -2.81, -1.19], [-1.35, -0.58, 3.49], [-2.89, -1.23, 2.91], [1.51, -4.01, 2.12], [3.82, -4.78, 1.06]]
}


Most stable: one